(1)
A 2-piece molecular cluster, CH4NO2S2 overall, computed with wB97M-V/def2-TZVPD.

Each line ends with the Löwdin charge.
Geometry (Å):
N1 -0.243 0.802 -2.339  0.091
C1 0.167 0.717 -0.988  -0.839
O1 -0.587 -0.004 -0.261  -0.150
O2 1.196 1.323 -0.658  -0.071
H1 -1.186 0.545 -2.541  0.053
H2 0.137 1.571 -2.851  0.055
S1 -0.082 -2.270 2.703  0.139
S2 1.090 -0.645 2.161  0.173
H3 -0.770 -1.703 3.709  -0.245
H4 0.276 -0.334 1.065  -0.206

multiplicity = 1
energy = -1042.20749 a.u.
ΔE to the lowest compared entry with this formula, charge and spin = 0.00 kJ/mol
E_HOMO = -0.1684 Ha
net charge = -1
LUMO = 3.3 eV


(2)
A 2-piece molecular cluster, CH4NO3 overall at a distorted geometry, computed with wB97M-V/def2-TZVPD.

Each line ends with the Löwdin charge.
Geometry (Å):
N1 -1.615 -0.405 -0.837  0.054
C1 -0.428 -0.726 0.007  -0.824
O1 0.667 -0.689 -0.615  -0.114
O2 -0.672 -1.180 1.132  -0.072
H1 -1.168 0.129 -1.584  0.042
H2 -2.169 0.312 -0.369  0.041
H3 1.409 0.715 0.100  -0.016
H4 1.936 0.647 1.474  0.013
O3 2.040 1.197 0.692  -0.126

multiplicity = 1
energy = -321.06753 a.u.
ΔE to the lowest compared entry with this formula, charge and spin = 24.15 kJ/mol
E_HOMO = -0.1672 Ha
net charge = -1
LUMO = 4.4 eV


(3)
A 2-piece molecular cluster, CH4NO3 overall at a distorted geometry, computed with wB97M-V/def2-TZVPD.

Each line ends with the Löwdin spin population.
Geometry (Å):
N1 1.836 -0.746 0.044  0.030
C1 0.732 0.111 0.028  0.039
O1 0.167 0.391 -1.018  0.140
O2 0.309 0.367 1.215  0.783
H1 1.783 -1.451 0.771  0.001
H2 2.026 -1.146 -0.869  0.008
H3 -2.567 -0.054 0.649  0.000
H4 -1.590 0.234 -0.484  -0.001
O3 -2.548 0.089 -0.300  0.000

multiplicity = 2
energy = -320.92044 a.u.
ΔE to the lowest compared entry with this formula, charge and spin = 22.27 kJ/mol
E_HOMO (alpha / beta) = -0.4000 / -0.3996 Ha
LUMO (alpha / beta) = 0.4 / -4.0 eV


(4)
An isolated ion of composition CH4NO3 and charge +1 at a distorted geometry, computed with wB97M-V/def2-TZVPD.

Each line ends with the Löwdin charge.
Geometry (Å):
N1 0.508 0.267 0.886  0.303
C1 -0.475 -0.034 -0.118  -0.533
O1 0.543 0.240 -1.482  -0.009
O2 -1.754 0.308 -0.177  0.239
O3 -1.261 -1.094 -0.120  0.213
H1 0.238 0.581 1.840  0.217
H2 1.133 0.846 0.202  0.227
H3 0.934 -0.688 1.066  0.224
H4 0.135 -0.427 -2.098  0.118

multiplicity = 1
energy = -320.50916 a.u.
ΔE to the lowest compared entry with this formula, charge and spin = 246.84 kJ/mol
E_HOMO = -0.6261 Ha
net charge = +1
SMILES = [NH3+]C1(O)OO1
LUMO = -5.0 eV


(5)
CH4NO3P as an isolated structure at a distorted geometry, computed with wB97M-V/def2-TZVPD.

Each line ends with the Löwdin charge.
Geometry (Å):
C1 1.280 1.172 -0.005  -0.047
N1 -0.869 -1.663 0.036  -0.031
O1 -2.044 0.555 0.574  -0.298
O2 -0.179 0.573 -1.342  -0.278
O3 0.820 0.303 0.829  -0.164
P1 -0.838 -0.028 -0.124  0.436
H1 2.101 1.047 -0.687  0.096
H2 1.133 2.317 0.153  0.145
H3 -0.216 -2.288 -0.385  0.060
H4 -1.189 -1.987 0.951  0.081

multiplicity = 1
energy = -662.34781 a.u.
ΔE to the lowest compared entry with this formula, charge and spin = 136.62 kJ/mol
E_HOMO = -0.3924 Ha
LUMO = -0.7 eV


(6)
CH4NO3P as an isolated structure at a distorted geometry, computed with wB97M-V/def2-TZVPD.

Each line ends with the Löwdin spin population.
Geometry (Å):
C1 -0.987 -0.284 -0.779  0.053
N1 -1.085 0.481 0.263  0.042
O1 -0.043 -0.920 -1.202  0.180
O2 1.249 -0.690 1.072  0.262
O3 1.319 1.342 -0.323  0.399
P1 1.728 -0.018 -0.324  1.026
H1 -1.881 -0.093 -1.456  0.020
H2 -1.925 0.794 0.724  0.002
H3 1.751 -1.410 1.488  0.011
H4 -0.127 0.799 0.536  0.006

multiplicity = 3
energy = -662.20380 a.u.
ΔE to the lowest compared entry with this formula, charge and spin = 102.26 kJ/mol
E_HOMO (alpha / beta) = -0.1840 / -0.3973 Ha
LUMO (alpha / beta) = 0.8 / -2.5 eV